No. 1
Computed, not measured: a single C13H12ClN5OS molecule, with the ωB97M-V functional and the def2-TZVPD basis.

Geometry as XYZ:
```
33
Properties=species:S:1:pos:R:3:mulliken_charge:R:1
H -3.923 3.301 0.800 0.375
O -0.561 0.194 4.296 -0.575
H 2.024 -2.354 -3.366 0.303
H 0.567 -3.899 -1.963 0.331
N -0.432 -1.105 0.336 0.003
C -1.901 2.598 0.839 0.377
N 0.218 -1.137 2.663 -0.069
C 2.629 -3.360 -1.553 -0.384
H 0.568 -1.770 3.373 0.252
S 0.516 1.629 1.007 -0.208
H -3.487 4.906 -1.036 0.374
C -0.377 0.017 3.116 0.163
H 2.097 -1.300 -1.957 0.257
H 0.617 3.695 -1.185 0.394
N -0.151 -1.861 -0.669 -0.933
H 3.088 -4.195 -2.084 0.322
C 1.230 -3.789 -1.103 -0.612
C -1.913 1.624 1.885 -0.276
N 0.652 -2.795 -0.251 1.240
H -1.243 5.099 -2.013 0.374
C 0.243 -1.614 1.384 0.468
C 2.581 -2.136 -2.458 -1.034
C -0.621 2.716 0.267 0.420
C -2.942 3.395 0.362 -0.554
H 3.232 -3.149 -0.668 0.306
N 0.936 -2.694 1.034 -0.970
Cl -3.321 1.234 2.772 -0.238
C -0.714 1.011 2.077 0.835
H 1.279 -4.723 -0.540 0.287
C -1.415 4.394 -1.214 -0.444
C -2.690 4.284 -0.658 -0.613
H 3.587 -1.831 -2.734 0.342
C -0.371 3.616 -0.759 -0.516
```

HOMO-LUMO gap = 8.64 eV
SMILES = CCCn1nnc(NC(=O)c2sc3ccccc3c2Cl)n1
HOMO level = -0.3065 hartree

***

No. 2
Computed, not measured: a molecular structure, C3H39NO16, with the ωB97M-V functional and the def2-TZVPD basis.

Geometry as XYZ:
```
59
Properties=species:S:1:pos:R:3:mulliken_charge:R:1
H -0.997 1.996 1.548 0.188
H -1.592 -2.278 -1.530 0.278
H 1.639 -2.864 0.715 0.279
H -3.720 -0.510 -0.506 0.243
H 4.709 0.447 0.497 0.234
O 1.211 -0.316 3.051 -0.643
H -1.300 -1.358 -3.743 0.412
H 3.707 0.235 -1.622 0.493
H -0.220 -0.013 0.045 -0.561
H 3.091 0.818 1.270 0.267
O -0.778 1.540 2.376 -0.691
O 1.906 -1.291 -1.495 -0.651
H 2.287 3.893 1.201 0.321
O 0.761 -3.225 0.557 -0.518
H 0.482 0.272 2.773 0.339
H -0.538 2.487 -2.023 0.278
H -3.508 -2.562 0.689 0.342
C 3.111 0.776 -0.890 -1.134
H 0.929 1.068 0.715 0.339
H 1.264 3.278 -0.525 0.349
H -1.634 1.241 2.795 0.310
O -1.761 -2.396 2.054 -0.652
H 2.904 1.851 -1.309 0.257
H -1.019 -2.350 2.665 0.313
O -2.454 -0.345 1.873 -0.773
H 3.586 -1.233 0.892 0.377
O -4.248 -1.945 0.751 -0.750
H -1.170 0.482 -3.035 0.485
H -0.879 2.902 -3.291 0.399
O -3.166 0.289 -0.527 -0.634
H -1.111 -0.755 -2.009 0.148
O -1.067 -2.287 -3.614 -0.874
H 0.086 3.069 0.177 0.349
O -1.643 -2.082 -0.589 -0.468
H -3.002 0.079 1.183 0.565
C 0.868 0.090 0.217 0.292
H 2.302 -1.777 -0.743 0.414
H -1.947 2.868 -0.632 0.282
H 1.079 -0.696 0.920 0.516
H -3.973 -1.507 1.579 0.379
O -2.161 3.036 0.291 -0.637
H -0.096 -2.231 -3.506 0.316
O 2.598 3.477 0.385 -0.707
C 1.742 0.035 -1.041 0.519
O 3.199 -2.100 1.083 -0.856
H 1.277 -0.301 4.008 0.291
H -1.393 -2.917 1.337 0.298
H 2.839 -1.990 1.973 0.289
H -1.919 -1.004 1.425 0.367
H 1.249 0.526 -1.916 0.222
H 3.257 2.786 0.499 0.316
H -0.699 -2.092 -0.333 0.353
N 3.693 0.652 0.444 -0.666
O -1.092 2.111 -2.744 -0.625
H 0.763 -4.163 0.377 0.236
H -3.138 3.063 0.344 0.272
H -3.135 0.368 -1.496 0.280
O -1.454 -0.444 -2.847 -0.591
O 0.276 3.300 -0.748 -0.777
```

HOMO-LUMO gap = 9.27 eV
HOMO level = -0.3417 hartree

***

No. 3
Computed, not measured: 5 unconnected molecules or ions with the total composition C21H48N2O3, with the ωB97M-V functional and the def2-TZVPD basis.

Geometry as XYZ:
```
74
Properties=species:S:1:pos:R:3:mulliken_charge:R:1
C 3.872 1.589 -2.970 -0.879
C -1.855 -1.976 3.378 -1.560
H -1.899 -2.960 3.844 0.314
H -3.939 2.357 -1.081 -0.050
H -5.168 -4.227 0.339 0.304
H -5.377 -3.801 2.080 0.299
C 3.730 2.931 -2.369 0.829
H 3.206 -1.826 -1.272 0.370
H 4.387 0.923 -2.277 0.165
H 4.717 4.712 -1.708 0.287
H -5.050 -5.459 1.473 0.418
H -1.714 -1.094 1.375 -0.386
H 3.937 -2.362 1.124 0.302
H 1.563 -1.951 -0.746 0.204
C -3.807 3.717 -3.827 -0.900
C 2.572 -2.294 -0.519 -1.184
H -3.323 -0.936 -0.104 0.526
H -5.163 3.609 -0.752 0.350
H -2.749 -4.601 0.728 0.340
H 0.473 2.132 -2.227 0.483
C 0.443 1.195 -1.670 -0.783
C -4.822 -4.399 1.358 -1.313
H -0.278 2.629 0.602 0.544
C -4.765 3.437 -2.719 0.713
H -1.113 -1.348 3.872 0.374
H -1.507 1.591 1.285 0.354
C -0.693 0.967 -0.617 0.708
H -1.003 -2.687 1.545 0.225
H 4.638 0.234 1.355 0.324
C 2.166 -0.337 2.593 -0.885
H -2.914 -3.660 -1.298 0.401
C -0.545 1.586 0.773 -0.790
C -2.509 -2.654 -1.190 -0.995
H 2.482 2.033 0.484 0.180
H 1.417 1.070 -1.197 -0.159
C 3.242 -0.646 3.681 -1.220
O -5.898 3.099 -3.049 -0.566
C -3.329 -2.026 -0.089 -0.852
H 4.239 -0.287 3.425 0.284
H 2.728 -3.346 -0.760 0.428
H -3.787 2.893 -4.541 0.299
C -3.337 -4.019 1.437 -0.440
H 0.215 1.058 1.348 -0.304
H 5.626 3.788 -2.838 0.412
H 0.310 0.419 -2.424 0.449
H -2.664 -2.079 -2.103 0.403
C -4.266 3.369 -1.322 -0.676
H -1.479 -2.650 -0.835 0.059
H 3.325 1.977 2.020 0.443
H 2.878 -0.136 4.573 0.417
H -2.790 3.771 -3.441 0.208
O -1.790 0.578 -0.934 -0.483
C 5.011 3.689 -1.944 -1.141
O 2.678 3.453 -2.320 -0.492
C 3.424 1.755 0.957 -1.100
H 2.194 -2.609 1.513 0.512
H -4.072 4.677 -4.271 0.294
H 3.986 0.072 -0.234 0.152
N 2.674 -0.597 1.275 1.065
C 3.704 0.293 0.796 -0.398
H -2.794 -1.509 3.676 0.418
H 1.711 0.649 2.682 0.634
C 2.916 -2.029 0.939 -0.478
C -1.847 -2.067 1.848 0.352
H 3.208 -1.725 3.830 0.363
H 2.852 1.239 -3.130 0.168
H 4.253 2.367 0.605 0.250
H 1.411 -1.104 2.763 0.266
H 5.511 3.137 -1.149 0.299
H -3.466 4.087 -1.141 0.336
H -2.977 -4.411 2.388 0.391
H 4.483 1.517 -3.870 0.454
N -3.112 -2.542 1.259 0.281
H -4.378 -2.246 -0.286 0.382
```

HOMO-LUMO gap (spin up / spin down) = 7.66 / 2.91 eV
⟨S²⟩ = 0.755
charge = +1
multiplicity = 2
HOMO level (spin up / spin down) = -0.3751 / -0.3751 hartree

***

No. 4
Computed, not measured: a molecular structure, C7H16N2, with the ωB97M-V functional and the def2-TZVPD basis.

Geometry as XYZ:
```
25
Properties=species:S:1:pos:R:3:mulliken_charge:R:1
C -1.783 -0.080 0.239 0.556
N 0.586 -0.855 -1.698 -0.657
H 3.081 -1.194 1.222 0.334
C -0.266 2.298 0.252 -1.020
H -0.643 3.274 -0.023 0.260
C 2.744 -0.929 0.219 -1.055
H -2.623 0.570 0.003 0.440
H 0.187 2.234 1.232 0.244
H -2.304 -0.681 2.234 0.405
H -0.347 -1.289 -1.286 0.281
H 1.634 0.646 0.929 0.197
C -0.469 1.209 -0.533 -0.217
C -1.806 -1.298 -0.469 -1.261
H -0.929 1.407 -1.500 0.438
H 1.515 0.971 -1.490 0.458
H -1.431 0.853 2.153 0.345
H -1.485 -2.205 0.030 0.413
H 0.372 -0.553 -2.644 0.324
H 3.551 -0.386 -0.298 0.309
H -0.558 -0.661 1.906 0.313
C 0.926 0.247 -0.912 -0.210
H -2.502 -1.425 -1.289 0.324
H 2.542 -1.848 -0.328 0.356
N 1.510 -0.160 0.330 -0.119
C -1.501 -0.147 1.723 -1.456
```

HOMO-LUMO gap = 7.40 eV
HOMO level = -0.2746 hartree

***

No. 5
Computed, not measured: a single C20H20N2O5 molecule, with the ωB97M-V functional and the def2-TZVPD basis.

Geometry as XYZ:
```
47
Properties=species:S:1:pos:R:3:mulliken_charge:R:1
C -4.854 2.441 -0.927 -1.426
O 2.681 2.800 -0.274 -0.469
H -6.426 -1.435 1.176 0.477
H 2.222 -3.213 -1.638 0.313
H -3.882 2.819 -1.235 0.398
N 0.552 -2.742 -0.471 -0.103
H 4.540 3.471 -0.921 0.280
H 0.802 1.273 -0.513 0.607
C 0.418 -1.436 -0.225 0.085
H 4.192 3.736 0.806 0.265
C -4.727 1.048 -0.405 1.013
C 2.849 1.465 -0.066 0.468
O 5.178 1.526 0.464 -0.481
H -2.701 0.889 -1.037 0.591
C -5.769 0.362 0.234 0.236
C 1.829 -3.385 -0.625 -0.933
O -7.380 1.925 -0.205 -0.590
H 6.270 0.342 1.775 0.349
H 2.465 -3.072 1.408 0.300
H 7.116 1.648 0.911 0.257
H 3.326 4.678 -0.432 0.288
C 1.648 -0.654 -0.069 0.615
C -3.325 -0.913 -0.074 0.289
H 3.800 -3.238 0.258 0.392
O -2.059 -2.862 -0.471 -0.859
H -0.927 0.161 0.165 0.639
C 6.367 0.864 0.818 -0.938
C 4.036 0.792 0.285 1.252
C 3.759 3.707 -0.195 -0.774
H -0.333 -3.247 -0.578 0.381
H -5.530 2.464 -1.781 0.301
C -2.030 -1.642 -0.242 0.736
C 1.685 0.725 -0.231 -1.302
O -7.789 0.419 1.264 -0.606
H 1.698 -4.459 -0.486 0.445
C -3.513 0.382 -0.536 -0.873
C -4.387 -1.581 0.535 -0.810
C 3.997 -0.591 0.427 -0.249
H 6.681 0.156 0.044 0.346
C -0.841 -0.877 -0.101 -1.180
C -5.593 -0.942 0.698 -0.630
H -4.244 -2.597 0.869 0.449
C 2.834 -1.319 0.249 -0.229
H -5.276 3.106 -0.177 0.361
N -7.064 0.947 0.442 0.925
C 2.807 -2.813 0.400 -1.049
H 4.897 -1.127 0.684 0.445
```

HOMO-LUMO gap = 7.73 eV
SMILES = COc1cc2c(cc1OC)/C(=C/C(=O)c1ccc([N+](=O)[O-])c(C)c1)NCC2
HOMO level = -0.3000 hartree

***

No. 6
Computed, not measured: 2 unconnected molecules or ions with the total composition C3H2ClN, with the ωB97M-V functional and the def2-TZVPD basis.

Geometry as XYZ:
```
7
Properties=species:S:1:pos:R:3:mulliken_charge:R:1
H 1.079 1.476 0.936 0.316
C -1.181 -1.644 0.765 0.372
Cl 0.307 -2.024 1.278 -0.050
H 0.384 0.856 -2.144 0.376
C 0.984 1.606 -0.086 -0.262
C 0.701 1.207 -1.159 -0.425
N -2.275 -1.477 0.409 -0.327
```

HOMO-LUMO gap = 11.43 eV
SMILES = N#CCl.C#C
HOMO level = -0.4040 hartree

***

Calculated energy above the lowest of the compared OMol25 structures with the same formula, charge and spin (eV), listed in the same order as above: 0.205, 3.900, 0.000, 4.938, 4.752, 2.513
Calculated E_tot (eV), listed in the same order as above: -46531.1763, -37992.2852, -31668.3659, -10494.3191, -34279.1906, -17152.3299